Entry from the OMol25 dataset: a structure of composition C19H29OPt at a distorted geometry (wB97M-V/def2-TZVPD).

Element x y z (Å)
Pt (1.441, -0.567, -0.400)
C (1.315, -2.735, -0.704)
C (-0.038, -2.964, -0.188)
C (-0.969, -2.375, -1.078)
H (-0.261, -3.564, 0.666)
C (-0.291, -1.798, -2.169)
C (1.143, -2.012, -2.000)
H (1.921, -1.892, -2.717)
H (2.220, -3.203, -0.407)
H (-2.054, -2.466, -0.983)
H (-0.753, -1.364, -3.054)
C (1.919, 1.472, -0.723)
C (2.257, 0.655, -1.961)
C (1.164, 0.861, -2.890)
H (3.249, 0.278, -2.143)
C (0.207, 1.701, -2.306)
C (0.598, 2.066, -0.997)
H (0.099, 2.747, -0.326)
H (2.663, 1.827, -0.071)
H (1.146, 0.473, -3.904)
H (-0.648, 2.130, -2.834)
O (-0.394, -0.081, 1.354)
C (-3.856, 1.258, -0.889)
C (-3.457, 0.624, 0.323)
C (-3.428, 0.328, -2.040)
C (-3.065, 2.597, -0.908)
C (-1.694, -0.138, 1.409)
H (-3.970, -0.343, 0.500)
H (-3.696, 1.218, 1.227)
H (-1.976, 0.632, 2.195)
H (-2.218, -1.169, 1.352)
H (-4.181, 0.386, -2.818)
H (-3.463, -0.702, -1.709)
H (-2.468, 0.463, -2.581)
H (-3.784, 3.388, -1.086)
H (-2.270, 2.801, -1.645)
H (-2.658, 2.825, 0.076)
C (2.343, -0.836, 3.928)
C (1.969, -0.007, 2.702)
C (3.096, 0.920, 2.296)
C (1.551, -1.033, 1.617)
H (3.177, -1.500, 3.669)
H (1.506, -1.462, 4.256)
H (2.651, -0.205, 4.763)
H (1.083, 0.608, 2.936)
H (3.775, 0.422, 1.597)
H (2.706, 1.827, 1.827)
H (3.669, 1.234, 3.174)
H (0.564, -1.377, 1.995)
H (2.162, -1.947, 1.668)

Forces on atoms 1 to 2 (eV/Å):
Pt -0.143 -0.073 0.662
C -2.095 0.883 -1.811

Electronic energy: -25456.7698 eV
Relative energy (zero: lowest compared OMol25 entry of this formula, charge and spin): 5.7 kcal per mole
F_max: 0.10727 Eh/bohr
Net charge: -1
Spin multiplicity: 5
HOMO level (alpha / beta): -0.0994 / -0.1605 hartree
LUMO level (alpha / beta): 2.70 / 1.55 eV

Entry from the OMol25 dataset: a structure of composition C31H30F4N4PTl at a distorted geometry (wB97M-V/def2-TZVPD).

Element x y z (Å)
Tl (11.651, 8.581, 10.862)
C (10.416, 8.923, 14.101)
N (10.792, 7.825, 13.185)
C (11.940, 7.083, 13.717)
C (9.667, 6.936, 12.829)
C (9.985, 6.055, 11.598)
N (10.068, 6.790, 10.366)
C (9.460, 6.425, 9.229)
C (9.770, 7.124, 8.041)
F (10.801, 8.037, 8.048)
C (9.048, 7.003, 6.866)
F (9.300, 7.826, 5.838)
C (8.056, 6.044, 6.710)
C (7.724, 5.343, 7.868)
F (6.752, 4.418, 7.828)
C (8.356, 5.510, 9.089)
F (7.966, 4.725, 10.142)
H (10.111, 8.562, 15.071)
H (9.597, 9.488, 13.673)
H (11.281, 9.606, 14.248)
H (11.702, 6.635, 14.693)
H (12.793, 7.761, 13.876)
H (12.255, 6.267, 13.068)
H (8.791, 7.587, 12.692)
H (9.398, 6.299, 13.716)
H (9.258, 5.231, 11.533)
H (10.931, 5.534, 11.765)
H (7.501, 5.904, 5.800)
N (9.153, 12.782, 9.445)
C (8.077, 12.151, 10.072)
C (8.583, 10.946, 10.507)
N (9.918, 10.847, 10.222)
C (10.233, 11.958, 9.542)
H (9.101, 13.714, 9.024)
H (7.048, 12.543, 10.012)
H (8.085, 10.144, 11.008)
H (11.190, 12.169, 9.072)
C (19.057, 7.023, 10.421)
C (18.779, 8.385, 10.356)
C (17.472, 8.849, 10.294)
C (16.451, 7.919, 10.428)
C (16.685, 6.561, 10.414)
C (18.014, 6.129, 10.408)
P (14.763, 8.523, 10.469)
C (14.560, 9.089, 8.750)
C (13.890, 8.214, 7.907)
C (13.559, 8.582, 6.599)
C (13.860, 9.875, 6.144)
C (14.624, 10.707, 6.975)
C (14.935, 10.358, 8.265)
C (14.913, 10.111, 11.394)
C (15.724, 10.115, 12.541)
C (15.458, 11.012, 13.575)
C (14.518, 12.028, 13.450)
C (13.844, 12.111, 12.223)
C (14.035, 11.198, 11.209)
H (20.107, 6.685, 10.474)
H (19.615, 9.059, 10.376)
H (17.216, 9.895, 10.234)
H (15.838, 5.881, 10.449)
H (18.189, 5.071, 10.390)
H (13.621, 7.217, 8.311)
H (13.121, 7.826, 5.960)
H (13.427, 10.231, 5.209)
H (14.872, 11.707, 6.619)
H (15.465, 11.033, 8.951)
H (16.573, 9.392, 12.603)
H (15.981, 10.859, 14.517)
H (14.296, 12.714, 14.276)
H (13.125, 12.900, 12.007)
H (13.507, 11.312, 10.276)

Forces on atoms 1 to 2 (eV/Å):
Tl 0.191 0.633 -0.048
C 0.656 0.306 -0.522

Electronic energy: -63428.9326 eV
Relative energy (zero: lowest compared OMol25 entry of this formula, charge and spin): 0.0 kcal per mole
F_max: 0.06292 Eh/bohr
Net charge: +2
HOMO level (alpha / beta): -0.5110 / -0.5162 hartree
LUMO level (alpha / beta): -9.01 / -7.87 eV

Entry from the OMol25 dataset: a structure of composition C17H16AsIN8O6PtS (wB97M-V/def2-TZVPD).

Element x y z (Å)
Pt (-0.892, 0.572, 1.013)
N (1.578, 1.688, 2.834)
C (1.974, 0.765, 1.953)
N (3.252, 0.770, 1.590)
C (3.602, -0.247, 0.806)
N (4.797, -0.207, 0.205)
N (2.858, -1.354, 0.635)
C (1.610, -1.271, 1.040)
N (1.049, -0.118, 1.489)
C (0.883, -2.559, 1.157)
C (1.167, -3.603, 0.288)
C (0.576, -4.829, 0.533)
C (-0.252, -4.957, 1.633)
C (-0.453, -3.854, 2.451)
N (0.107, -2.673, 2.230)
H (2.260, 2.335, 3.187)
H (0.647, 1.659, 3.209)
H (5.415, 0.564, 0.383)
H (5.116, -1.014, -0.300)
H (1.830, -3.445, -0.551)
H (0.751, -5.666, -0.130)
H (-0.741, -5.895, 1.860)
H (-1.093, -3.921, 3.323)
O (-2.592, 3.190, -1.292)
As (-3.263, 1.584, -0.877)
O (-4.859, 1.691, -1.100)
O (-2.696, 1.389, 0.732)
C (-2.080, 0.507, -1.975)
C (-1.479, 1.134, -3.058)
C (-0.529, 0.464, -3.820)
C (-0.172, -0.833, -3.498)
C (-0.775, -1.471, -2.421)
C (-1.717, -0.804, -1.656)
S (-2.511, -1.714, -0.330)
O (-3.905, -1.386, -0.427)
O (-2.121, -3.086, -0.512)
O (-1.940, -1.172, 0.968)
H (-3.364, 3.727, -1.519)
H (-1.745, 2.153, -3.299)
H (-0.075, 0.961, -4.668)
H (0.565, -1.361, -4.090)
H (-0.540, -2.495, -2.169)
I (1.800, 5.742, -0.886)
C (0.583, 4.382, 0.061)
C (-0.580, 4.633, 0.751)
N (-1.025, 3.456, 1.216)
N (-0.229, 2.455, 0.818)
C (0.755, 2.994, 0.115)
H (-1.114, 5.549, 0.932)
H (-1.974, 3.191, 1.467)
H (1.539, 2.381, -0.299)

Forces on atoms 1 to 2 (eV/Å):
Pt -0.338 0.203 0.258
N 0.092 -0.073 0.089

Electronic energy: -125116.7915 eV
Relative energy (zero: lowest compared OMol25 entry of this formula, charge and spin): 20.7 kcal per mole
F_max: 0.01430 Eh/bohr
HOMO level: -0.3351 hartree
LUMO level: -0.38 eV

Entry from the OMol25 dataset: a structure of composition C24H24ClFN4O3S at a distorted geometry (wB97M-V/def2-TZVPD).

Element x y z (Å)
O (5.575, 0.942, 3.670)
C (4.900, 1.873, 3.294)
O (5.503, 2.919, 2.573)
C (3.353, 1.966, 3.638)
C (3.215, 1.688, 5.212)
C (1.771, 2.168, 5.698)
C (0.712, 1.438, 4.804)
C (0.676, -0.097, 4.783)
F (1.514, -0.879, 5.547)
C (-0.274, -0.840, 3.945)
C (-1.255, -0.124, 3.060)
N (-2.182, -0.667, 2.195)
S (-2.974, 0.654, 1.534)
N (-2.187, 1.933, 2.277)
C (-1.225, 1.407, 3.123)
C (-0.241, 2.190, 3.992)
C (-0.365, 3.757, 3.936)
C (-1.848, 4.096, 4.429)
O (-2.717, 4.478, 3.713)
Cl (-2.113, 3.793, 6.218)
H (6.155, 3.368, 3.147)
H (2.850, 1.165, 3.024)
H (2.961, 2.981, 3.345)
H (3.998, 2.226, 5.813)
H (3.390, 0.586, 5.340)
H (1.579, 1.987, 6.790)
H (1.765, 3.293, 5.561)
H (-0.244, -1.960, 3.946)
H (-0.144, 4.184, 2.923)
H (0.315, 4.284, 4.668)
C (0.107, -0.285, 0.161)
N (-0.223, -0.763, -1.200)
C (0.323, -1.910, -1.642)
C (0.004, -2.407, -2.892)
C (-0.895, -1.725, -3.710)
C (-1.421, -0.528, -3.227)
C (-1.071, -0.065, -1.972)
C (-1.306, -2.250, -5.031)
C (-2.649, -2.502, -5.308)
C (-3.034, -2.947, -6.559)
N (-2.120, -3.138, -7.526)
C (-0.813, -2.929, -7.287)
C (-0.384, -2.489, -6.049)
C (-2.547, -3.568, -8.878)
H (1.190, -0.177, 0.230)
H (-0.258, -1.027, 0.868)
H (-0.376, 0.673, 0.344)
H (1.004, -2.426, -0.976)
H (0.449, -3.345, -3.209)
H (-2.110, 0.059, -3.825)
H (-1.472, 0.859, -1.574)
H (-3.411, -2.356, -4.550)
H (-4.071, -3.143, -6.798)
H (-0.124, -3.107, -8.104)
H (0.675, -2.312, -5.897)
H (-2.024, -4.492, -9.122)
H (-2.284, -2.773, -9.576)
H (-3.622, -3.733, -8.891)

Forces on atoms 1 to 2 (eV/Å):
O -1.043 0.983 -0.359
C 0.623 -0.445 0.513

Electronic energy: -63438.3949 eV
F_max: 0.07170 Eh/bohr
Net charge: +2
HOMO level: -0.4774 hartree
LUMO level: -7.66 eV